Entry from the Open Molecules 2025 dataset: 5 unconnected molecules or ions with the total composition C3H15O4S in a non-equilibrium geometry (ωB97M-V/def2-TZVPD).

Output
net charge: -1
ΔE to the lowest compared entry with this formula, charge and spin: 283.8 kJ/mol
LUMO level: 0.12323 hartree
spin multiplicity: 1
electronic energy: -822.41949 Eh

Last column: natural (NBO) charge in e.
CARTESIAN COORDINATES (ANGSTROEM)
C -2.224787 1.173862 0.008474  -0.6213
C -1.220933 0.444456 0.917503  -0.4260
C -1.885374 -0.919648 1.261233  -0.5602
S -0.628720 -2.140811 0.982071  -0.6982
H -1.581674 1.859778 -0.624618  0.2000
H -2.982009 1.606372 0.697809  0.1984
H -2.761063 0.543093 -0.684307  0.1902
H -0.189017 0.421239 0.553258  0.2164
H -1.293196 1.019352 1.863396  0.1780
H -2.689948 -1.188203 0.496476  0.1891
H -2.124130 -1.020628 2.376756  0.1933
H 1.810051 0.860871 2.237521  0.4634
H 1.368682 -0.604831 1.608135  0.5291
O 1.967529 0.285719 1.570913  -1.0265
H 0.018673 1.236195 -2.297052  0.4598
H 1.113471 1.620741 -1.503901  0.4747
O 0.646180 2.051516 -2.306147  -0.9325
H 2.998227 -0.874396 -0.628278  0.4658
H 3.239321 0.022850 0.519910  0.4782
O 3.626761 -0.621049 0.035464  -0.9662
H 1.067885 -2.625897 -2.009764  0.4891
H 0.522198 -1.287656 -2.429955  0.4618
O 1.201873 -1.862925 -2.644895  -0.9564

Forces on the atoms, in the same order (eV/Å):
1.4 1.2 -0.3
-2.7 0.3 1.0
0.7 -0.4 0.1
1.6 -1.5 -0.2
-1.4 0.2 0.8
0.4 0.4 -0.9
0.0 -0.5 -0.2
-0.6 -0.3 0.1
0.8 0.0 -0.3
0.4 0.7 1.6
-0.5 0.4 -1.7
-1.3 2.3 3.4
1.2 2.5 0.1
-0.9 -4.6 -2.9
0.8 2.2 -0.9
-0.1 1.8 -1.5
-0.6 -4.0 2.5
-0.5 -0.2 -0.5
-2.1 3.0 2.6
3.4 -3.3 -2.9
0.1 1.4 -0.9
-2.1 1.7 0.8
2.0 -3.1 0.3

=====

Entry from the Open Molecules 2025 dataset: a molecular structure, C3H15O5 in a non-equilibrium geometry (ωB97M-V/def2-TZVPD).

Output
net charge: -1
ΔE to the lowest compared entry with this formula, charge and spin: 27.4 kJ/mol
LUMO level: 0.13729 hartree
spin multiplicity: 1
electronic energy: -499.55434 Eh

Last column: natural (NBO) charge in e.
CARTESIAN COORDINATES (ANGSTROEM)
C -1.054376 -1.417307 -0.844394  -0.0150
O 0.128937 -0.756457 -0.687100  -0.9071
C -2.261539 -0.447565 -0.900271  -0.4199
C -3.592628 -1.159684 -0.581361  -0.6119
H -1.267348 -2.216185 -0.134866  0.1179
H -1.061136 -1.983400 -1.826452  0.1116
H -2.320279 0.054287 -1.866836  0.1804
H -2.094546 0.377777 -0.201115  0.1995
H -4.403757 -0.428266 -0.486854  0.1934
H -3.533510 -1.784213 0.305665  0.2000
H -3.903106 -1.727207 -1.457658  0.1877
H 1.482860 -0.347183 1.560321  0.4490
H 0.400706 -0.201073 0.454268  0.4959
O 0.747623 0.272679 1.384293  -1.0929
H 2.352525 1.476462 0.337211  0.4831
H 2.915389 0.988057 -0.952201  0.4903
O 3.031770 1.699762 -0.293449  -1.0068
H 0.113486 2.355529 3.004342  0.4573
H 0.096166 0.916947 2.996492  0.5093
O -0.121685 1.660949 3.621644  -0.9913
H 1.852964 0.319881 -2.652716  0.4547
H 1.492845 -0.616647 -1.604289  0.5191
O 2.322519 -0.324188 -2.110079  -1.0044

Forces on the atoms, in the same order (eV/Å):
-0.5 0.3 -1.8
0.4 -0.2 -0.4
-0.2 -0.3 0.7
0.0 0.9 -0.9
0.1 -0.1 0.8
0.0 0.3 0.5
0.0 -0.2 -0.2
0.1 -0.3 0.3
0.1 0.0 0.4
0.0 -0.1 0.0
0.1 -0.6 0.1
-0.4 0.6 0.2
-0.4 0.2 0.0
0.9 -0.6 0.4
-0.7 -0.1 0.6
0.1 0.1 0.0
0.5 0.1 -0.5
0.0 0.6 0.1
-0.2 0.2 0.4
0.2 -0.7 -0.6
0.4 0.2 -0.3
0.4 -0.3 0.3
-1.0 0.0 0.0

=====

Entry from the Open Molecules 2025 dataset: 4 unconnected molecules or ions with the total composition C3H16N2O3 in a non-equilibrium geometry (ωB97M-V/def2-TZVPD).

Output
net charge: -1
ΔE to the lowest compared entry with this formula, charge and spin: 253.4 kJ/mol
LUMO level (spin up / spin down): 0.11679 / 0.11291 hartree
spin multiplicity: 2
electronic energy: -458.98304 Eh

Last column: Löwdin spin population.
CARTESIAN COORDINATES (ANGSTROEM)
N -0.514961 1.107284 -0.411492  0.0360
C -0.784630 1.688265 1.047720  0.0377
C 0.515938 2.126724 1.608001  0.0099
C 1.218383 1.183610 2.636063  0.0175
N 0.997912 -0.159731 2.186212  0.0200
H -0.734437 0.085527 -0.407954  0.0361
H 0.393582 1.324178 -0.741461  0.0236
H -1.426759 2.530354 0.801414  0.0038
H -1.307361 0.900605 1.628957  0.0125
H 0.190480 2.973207 2.238544  0.0017
H 1.213642 2.470755 0.805933  0.0035
H 2.318560 1.348854 3.029156  0.0029
H 0.858528 1.159651 3.748400  0.0024
H 0.240519 -0.628352 2.699446  0.0133
H 1.894320 -0.628834 1.852786  0.0161
H -1.038267 1.429448 -2.977012  0.0309
H -2.023401 2.374282 -2.219222  0.0095
O -1.769222 2.030660 -3.072465  0.0658
H 1.498106 -5.688032 -3.456191  0.0288
H -0.080919 -5.280643 -3.066656  0.0533
O 0.606750 -5.794777 -3.321924  0.1513
H -1.302541 -1.616465 -1.375327  0.0701
H -0.326324 -2.643883 -2.003513  0.0940
O -0.637905 -2.292685 -1.229426  0.2594

Forces on the atoms, in the same order (eV/Å):
-2.8 -0.6 2.4
0.4 -2.2 -3.8
1.1 1.9 2.7
0.6 -0.7 2.5
1.8 -1.3 -0.5
1.0 1.3 -0.2
1.0 -0.3 0.0
-0.1 0.1 0.7
0.3 0.7 -0.3
0.8 0.6 -0.3
-0.5 -0.2 0.7
-1.5 0.2 -2.0
-0.6 1.0 -1.9
1.4 -0.4 -0.7
-2.5 0.2 0.9
0.3 -0.4 0.7
0.4 -0.4 0.5
-0.8 0.7 -1.3
2.4 1.9 0.0
-2.0 3.6 1.3
-0.4 -5.5 -1.3
-0.3 0.1 -0.8
1.0 -1.2 -3.7
-0.8 1.1 4.4

=====

Entry from the Open Molecules 2025 dataset: 5 unconnected molecules or ions with the total composition C3H16N2O3 in a non-equilibrium geometry (ωB97M-V/def2-TZVPD).

Output
net charge: 0
ΔE to the lowest compared entry with this formula, charge and spin: 778.2 kJ/mol
LUMO level: -0.17111 hartree
spin multiplicity: 1
electronic energy: -458.83962 Eh

Last column: natural (NBO) charge in e.
CARTESIAN COORDINATES (ANGSTROEM)
N -0.422048 0.020218 -1.369726  -0.2716
C 0.833994 -0.527129 -1.387859  -0.1417
C 0.764156 -2.056706 -1.618804  -0.5387
C 1.558291 -0.263378 -0.011630  -0.1857
N 0.896492 -0.933231 1.099022  -0.7681
H -2.641127 2.646958 -2.473368  -0.0290
H -0.682348 0.419488 -2.283348  0.3585
H 1.534036 -0.138622 -2.150990  0.2051
H -0.024759 -2.553510 -1.055441  0.2467
H 1.758787 -2.489469 -1.543319  0.2454
H 0.453280 -2.254511 -2.646859  0.2181
H 2.596274 -0.596655 -0.091749  0.1896
H 1.560839 0.835153 0.075161  0.2484
H -0.085848 -0.931609 0.800495  0.3837
H 0.829593 -0.258004 1.907819  0.4396
H -2.391912 2.897529 -1.825971  0.0275
H 0.347007 1.061027 3.772517  0.4566
O 0.160500 0.887460 2.842936  -1.0707
H -0.792653 1.545625 -0.371911  0.4538
H -0.589780 1.950441 1.015726  0.5073
O -0.588784 2.345321 0.134784  -0.9066
H -2.186808 -1.179366 2.535875  0.4608
H -1.076833 0.022155 2.581780  0.5046
O -1.810351 -0.449185 2.064860  -1.0336

Forces on the atoms, in the same order (eV/Å):
-0.1 -1.2 -0.3
1.0 1.6 -0.4
-0.9 -1.2 -0.9
0.2 -0.8 1.5
-0.1 0.6 -2.2
-0.1 -0.1 -0.2
0.3 0.3 0.2
-0.6 0.0 -0.2
0.5 0.2 0.6
0.0 0.1 0.6
0.1 0.4 -0.2
0.0 0.0 -0.2
-0.2 -0.1 -0.1
-0.2 0.0 0.7
0.1 0.2 1.2
0.1 0.1 0.2
0.2 -0.1 -0.1
0.1 0.2 -0.5
-0.5 0.0 -0.2
0.3 0.2 0.9
0.2 -0.4 -0.3
-0.1 -0.4 0.6
-0.4 -0.2 0.0
0.0 0.4 -0.8

=====

Entry from the Open Molecules 2025 dataset: 4 unconnected molecules or ions with the total composition C3H16N2O3 in a non-equilibrium geometry (ωB97M-V/def2-TZVPD).

Output
net charge: 0
ΔE to the lowest compared entry with this formula, charge and spin: 63.4 kJ/mol
LUMO level: 0.02529 hartree
spin multiplicity: 1
electronic energy: -459.11188 Eh
SMILES string: C[C@H](N)CN.O.O.O

Last column: natural (NBO) charge in e.
CARTESIAN COORDINATES (ANGSTROEM)
C 2.557639 -0.989803 0.693479  -0.6270
C 1.156596 -0.567120 0.183874  -0.0835
N 0.466736 -1.796956 -0.298396  -0.8732
C 1.287991 0.406710 -0.953179  -0.2241
N 0.027469 1.030859 -1.375033  -0.8414
H 2.845086 -0.448372 1.599463  0.2240
H 2.514043 -1.991455 1.127627  0.2054
H 3.289864 -0.896010 -0.105710  0.2038
H 0.581267 -0.285101 1.049261  0.2292
H 1.055881 -2.391615 -0.868668  0.3557
H 0.194120 -2.317951 0.525106  0.3621
H 1.713209 -0.153434 -1.802626  0.1678
H 2.049687 1.183047 -0.834678  0.1910
H -0.747058 0.509021 -0.979981  0.3547
H -0.125229 0.952964 -2.371421  0.3561
O -2.513164 -1.134059 -1.241805  -0.9873
H -1.606822 -1.473664 -1.285707  0.5032
H -2.913248 -1.126968 -2.117609  0.4771
O 0.318018 1.644447 1.917174  -0.9521
H 0.632097 2.374958 1.366992  0.4665
H -0.506110 1.476940 1.420984  0.4860
O -2.432002 1.366522 1.050627  -0.9619
H -2.333993 0.591718 0.477068  0.4855
H -3.383882 1.460184 1.135642  0.4826

Forces on the atoms, in the same order (eV/Å):
-0.5 0.4 0.9
1.2 -2.2 0.1
-0.9 0.5 -0.3
0.0 0.4 -1.3
-0.3 -0.1 0.4
0.2 0.7 -0.5
0.0 -0.3 -0.6
0.3 -0.2 0.2
-0.1 0.7 -0.1
0.2 0.1 0.1
0.0 -0.2 -0.1
-0.1 -0.3 0.2
-0.1 0.0 0.8
0.0 0.1 0.0
0.2 0.1 -0.1
-0.2 0.3 0.3
0.1 -0.1 -0.1
0.3 -0.1 0.1
-0.4 0.6 -0.7
0.4 0.0 0.3
0.0 0.0 0.7
0.1 -0.4 -0.3
-0.2 0.0 0.0
0.0 0.1 0.1

=====

Entry from the Open Molecules 2025 dataset: 4 unconnected molecules or ions with the total composition C3H16N2O3 in a non-equilibrium geometry (ωB97M-V/def2-TZVPD).

Output
net charge: 0
ΔE to the lowest compared entry with this formula, charge and spin: 57.5 kJ/mol
LUMO level: 0.02806 hartree
spin multiplicity: 1
electronic energy: -459.11412 Eh
SMILES string: CCNCN.O.O.O

Last column: natural (NBO) charge in e.
CARTESIAN COORDINATES (ANGSTROEM)
C 2.781065 0.146483 -0.411221  -0.6082
C 1.943525 0.569380 0.793907  -0.1988
N 0.550113 0.302847 0.504425  -0.7056
C -0.458377 0.868942 1.343160  -0.0369
N -1.467884 1.579320 0.511723  -0.8745
H 2.643969 -0.926524 -0.549222  0.2102
H 3.834024 0.324035 -0.189556  0.2135
H 2.487846 0.692153 -1.305764  0.1967
H 2.323131 0.001158 1.652777  0.1649
H 2.073670 1.631919 1.004598  0.1839
H 0.326850 -0.585670 0.075669  0.4189
H -0.033517 1.553625 2.078944  0.1748
H -1.024423 0.114520 1.904855  0.1525
H -1.920565 2.347403 0.988159  0.3732
H -1.021934 1.863703 -0.347512  0.3650
O -0.327650 -2.529752 0.798372  -0.9477
H -0.654777 -1.923742 1.468672  0.4660
H -1.135206 -2.842672 0.376371  0.4894
O -2.139889 -0.923287 -0.566083  -1.0202
H -2.125321 -0.039562 -0.144163  0.4940
H -1.616462 -0.936350 -1.374614  0.4894
O -0.539516 0.349216 -2.564260  -0.9498
H -0.079973 0.775321 -1.828141  0.4764
H 0.161193 -0.131883 -3.017335  0.4731

Forces on the atoms, in the same order (eV/Å):
0.0 0.1 0.6
0.1 -0.5 -0.4
0.0 0.9 -0.3
-0.7 0.2 -0.1
0.1 -0.6 0.2
0.0 0.0 -0.2
0.0 0.0 -0.2
0.0 0.0 -0.1
-0.1 0.1 0.2
0.0 0.0 0.0
0.1 -0.2 0.5
0.3 -0.1 0.0
0.1 -0.1 0.1
0.1 0.1 -0.1
0.0 0.5 0.1
0.3 -0.5 0.2
-0.1 0.0 0.0
0.0 0.2 -0.1
-0.6 -0.7 0.5
0.1 0.0 -0.7
-0.1 0.7 0.1
0.2 0.0 -0.1
0.1 -0.1 0.2
0.0 0.0 -0.1